Record 1
Below is 2 unconnected molecules or ions with the total composition C5H13NO2 at a distorted geometry, with properties calculated with ωB97M-V/def2-TZVPD.

Results
Largest force on an atom: 4.263 eV Å⁻¹
Total energy: -403.1739 hartree
2S+1: 2
LUMO (spin up / spin down): -3.70 / -8.45 eV
Energy relative to the best compared isomer or geometry (same formula, charge and spin): 43.9 kcal per mole
Gap between HOMO and LUMO (spin up / spin down): 11.6326 / 6.8821 eV
Net charge: +1

Atoms and positions in Å:
O: -0.780 0.280 2.433
O: 2.219 -1.858 1.038
N: -0.686 0.067 0.255
C: -1.049 -1.341 0.292
C: -0.508 0.741 -1.109
C: -0.109 -0.156 -2.316
C: 0.490 1.969 1.188
C: -0.337 0.781 1.401
H: 0.530 -0.852 -1.743
H: -2.073 -1.348 0.748
H: 0.444 0.297 -3.110
H: 1.104 2.015 2.175
H: -0.107 2.953 1.183
H: -0.858 -0.796 -2.754
H: 1.662 -1.944 0.263
H: -1.229 -1.783 -0.690
H: 0.364 1.386 -0.941
H: -0.394 -2.000 0.911
H: 1.506 -1.658 1.779
H: 1.229 1.883 0.386
H: -1.420 1.366 -1.390

Record 2
Below is 2 unconnected molecules or ions with the total composition C6H3F6O3 at a distorted geometry, with properties calculated with ωB97M-V/def2-TZVPD.

Results
Largest force on an atom: 3.006 eV Å⁻¹
Total energy: -1055.2756 hartree
2S+1: 3
LUMO (spin up / spin down): 3.72 / 1.05 eV
Gap between HOMO and LUMO (spin up / spin down): 5.3374 / 6.6062 eV
Net charge: -1

Atoms and positions in Å:
F: -3.823 1.441 0.437
F: -3.417 -1.301 -1.211
F: -2.287 0.689 1.734
F: -2.081 2.564 0.570
F: -1.328 -1.779 -1.058
F: -2.504 -1.536 0.709
O: 0.549 1.415 -2.178
O: 2.075 1.763 -0.550
O: -2.051 1.066 -1.717
C: 0.145 0.582 -0.042
C: -1.880 0.498 -0.610
C: 0.622 0.055 1.111
C: -2.488 1.306 0.545
C: -2.331 -1.032 -0.489
C: 1.035 1.267 -0.912
H: -0.324 1.077 -2.191
H: 0.018 -0.249 1.972
H: 1.708 0.141 1.195

Record 3
Below is C8H9N3 in the gas phase at a distorted geometry, with properties calculated with ωB97M-V/def2-TZVPD.

Results
Largest force on an atom: 6.567 eV Å⁻¹
Total energy: -474.3722 hartree
LUMO: 0.28 eV
Energy relative to the best compared isomer or geometry (same formula, charge and spin): 89.5 kcal per mole
Gap between HOMO and LUMO: 7.8724 eV
Structure (SMILES): NC1=NCNc2ccccc21

Atoms and positions in Å:
N: 0.637 -0.231 -2.861
N: -0.298 1.820 0.782
N: 1.007 1.667 -1.443
C: -0.303 -0.123 -0.430
C: 0.318 0.531 -1.614
C: -0.525 0.518 0.815
C: -0.409 -1.591 -0.460
C: -0.345 -2.376 0.803
C: -1.004 -0.152 1.958
C: 0.816 2.234 -0.191
C: -0.649 -1.611 1.990
H: 0.363 -1.353 -2.672
H: -0.742 2.404 1.585
H: 1.158 -0.037 -3.707
H: 1.735 2.175 0.324
H: -1.094 0.578 2.899
H: -0.087 -3.524 1.033
H: 0.626 3.356 -0.234
H: -0.715 -2.214 2.940
H: -0.489 -2.071 -1.518

Record 4
Below is a molecular structure, C11H14IrN5O2S2, with properties calculated with ωB97M-V/def2-TZVPD.

Results
Largest force on an atom: 0.520 eV Å⁻¹
Total energy: -1751.3076 hartree
2S+1: 6
LUMO (spin up / spin down): -8.79 / -13.13 eV
Energy relative to the best compared isomer or geometry (same formula, charge and spin): 0.0 kcal per mole
Gap between HOMO and LUMO (spin up / spin down): 8.9647 / 5.3778 eV
Net charge: +3

Atoms and positions in Å:
Ir: -0.146 1.704 0.311
S: 1.501 1.766 2.939
S: 0.159 1.929 -1.947
O: 0.437 0.900 3.408
O: -1.840 -5.139 1.479
N: -2.910 3.265 0.929
N: -0.837 -0.356 0.911
N: 1.821 2.897 -3.739
N: 1.386 2.162 1.465
N: -1.858 -2.460 1.742
C: -1.941 2.712 0.667
C: -1.318 -1.327 1.294
C: -1.190 -3.238 2.752
C: 3.935 3.893 -3.470
C: 2.899 3.479 -4.282
C: -2.397 -4.436 0.424
C: -0.701 -4.584 2.031
C: 1.684 2.690 -2.405
C: 3.830 3.694 -2.102
C: -2.964 -3.083 1.063
C: 2.696 3.089 -1.559
H: -1.892 -3.528 3.532
H: -3.361 -2.448 0.276
H: -3.764 3.755 1.147
H: -0.331 -2.711 3.161
H: 1.073 2.602 -4.360
H: 2.597 2.937 -0.492
H: 4.804 4.364 -3.909
H: 4.630 4.013 -1.446
H: -3.235 -5.006 0.026
H: 0.048 -4.328 1.279
H: -1.662 -4.184 -0.343
H: 2.897 3.596 -5.357
H: -0.315 -5.259 2.793
H: -3.734 -3.362 1.780

Record 5
Below is 2 unconnected molecules or ions with the total composition C5H7NO, with properties calculated with ωB97M-V/def2-TZVPD.

Results
Largest force on an atom: 0.517 eV Å⁻¹
Total energy: -324.5835 hartree
LUMO (spin up / spin down): -1.28 / -1.29 eV
Energy relative to the best compared isomer or geometry (same formula, charge and spin): 88.5 kcal per mole
Gap between HOMO and LUMO (spin up / spin down): 7.6057 / 7.1430 eV
Structure (SMILES): O=C1C=C=CN1.C

Atoms and positions in Å:
O: 2.346 -1.900 -0.352
N: 1.907 0.342 0.248
C: 1.593 -1.100 0.121
C: 0.365 -1.255 0.953
C: 0.834 0.896 0.810
C: 0.078 -0.067 1.528
C: -2.082 0.523 -0.967
H: 0.581 1.937 0.597
H: -1.142 0.409 -0.437
H: -2.403 -0.478 -1.257
H: 2.594 0.823 -0.315
H: -2.845 0.986 -0.334
H: -1.922 1.151 -1.840
H: 0.096 -2.268 1.243

Record 6
Below is 2 unconnected molecules or ions with the total composition C2H10N2O, with properties calculated with ωB97M-V/def2-TZVPD.

Results
Largest force on an atom: 0.424 eV Å⁻¹
Total energy: -266.9253 hartree
LUMO: 0.86 eV
Energy relative to the best compared isomer or geometry (same formula, charge and spin): 11.9 kcal per mole
Gap between HOMO and LUMO: 9.8943 eV
Structure (SMILES): NCO.CN

Atoms and positions in Å:
O: 1.183 -0.513 -0.844
N: 0.327 1.935 0.575
N: 0.667 -2.750 -1.123
C: -0.895 1.696 1.345
C: 0.151 -1.400 -1.208
H: -1.741 1.635 0.664
H: 1.118 2.062 1.193
H: -0.150 -1.232 -2.248
H: 0.817 0.160 -0.250
H: -1.118 2.455 2.098
H: 1.002 -2.919 -0.177
H: -0.820 0.733 1.848
H: -0.730 -1.217 -0.570
H: -0.060 -3.425 -1.325
H: 0.249 2.780 0.022